1.
Density functional theory data (ωB97M-V with the def2-TZVPD basis set) for a structure of composition C17H23InN5O14V.

```
61
Properties=species:S:1:pos:R:3:forces:R:3
O 4.1974 0.1310 2.7305 0.476 -0.202 -0.556
V 4.5963 -0.5831 1.4063 -1.363 0.689 -0.563
O 5.2613 0.4894 0.4728 -0.798 -1.130 1.027
In -2.1087 -5.0935 0.2588 -0.143 0.202 -0.179
O 2.5968 -1.4569 0.8126 -1.614 -0.209 -0.813
C 1.3205 -1.2684 0.4495 5.486 3.229 -0.118
C 0.1298 -2.1782 1.1092 -4.453 -5.917 0.789
O 0.2459 -3.5055 1.0685 1.263 3.411 0.413
H 1.1015 -1.4035 -0.6183 -0.207 -1.313 -0.075
H 1.0717 -0.2295 0.6760 -0.858 -0.101 0.545
H -0.8822 -2.0228 0.7242 0.379 1.417 -1.202
H 0.0612 -1.7203 2.1089 1.639 0.033 0.504
C -3.9826 -1.0788 3.0851 -1.571 -0.357 0.838
N -3.8773 -1.8607 1.8109 0.669 1.862 -1.058
O -3.4667 -3.0095 1.8152 0.163 -0.425 0.489
O -4.1396 -1.2476 0.7936 -0.004 -0.485 0.499
H -3.1436 -0.4617 3.3988 0.582 -0.607 -0.585
H -4.2809 -1.7992 3.8442 0.353 0.076 0.137
H -4.8005 -0.3690 2.9734 -0.057 -0.182 -0.343
C 1.5393 -0.0370 -3.1859 0.778 0.458 0.012
N 2.1163 -0.4689 -4.4982 -0.275 -0.671 -0.267
O 1.9086 -1.6301 -4.7993 0.004 0.081 0.001
O 2.7416 0.3280 -5.1551 -0.208 0.092 0.300
H 1.6911 -0.8690 -2.5013 0.012 -0.028 -0.110
H 0.4771 0.1712 -3.2779 0.117 0.053 -0.259
H 2.1409 0.8300 -2.9172 -0.318 0.111 0.257
C 1.8946 -0.9524 4.9101 0.195 0.412 -0.227
N 2.7764 -2.1283 4.6828 0.422 -0.319 0.156
O 3.6949 -2.2539 5.4501 0.026 0.022 0.049
O 2.5587 -2.8913 3.7435 -0.338 0.639 -0.095
H 1.1849 -0.9033 4.0897 -0.202 -0.090 0.299
H 2.5298 -0.0679 4.8930 0.116 -0.113 -0.092
H 1.4789 -1.0011 5.9137 -0.218 -0.307 -0.173
C -5.5595 0.2044 -3.7827 -1.553 0.227 0.144
C -5.7890 -0.7777 -2.8274 2.301 -0.939 -0.592
C -4.6498 -1.5618 -2.4886 -1.389 0.844 0.454
C -3.4096 -1.2901 -3.0559 -0.025 0.189 0.813
C -3.2176 -0.2672 -3.9775 0.039 1.148 1.241
C -4.3179 0.5215 -4.2746 0.184 -0.855 -1.068
N -2.2010 -1.9641 -2.4977 -0.883 0.548 -2.702
O -1.1475 -1.6932 -3.0465 0.013 -0.309 1.235
O -2.3718 -2.8243 -1.6590 0.479 -0.558 1.188
H -6.3768 0.7829 -4.1950 -0.203 0.030 0.324
H -6.7443 -1.0260 -2.3926 -0.087 0.218 -0.088
H -4.8111 -2.2480 -1.6705 0.502 -0.365 -0.205
H -2.2352 0.1452 -4.1547 0.144 -0.602 -0.612
H -4.3035 1.2791 -5.0457 0.484 0.222 0.207
C 1.6451 3.7686 2.2124 0.371 -1.459 -0.488
C 1.6827 2.6096 1.4098 -0.142 0.380 0.324
C 2.5310 2.5003 0.3130 -0.298 0.734 0.254
C 3.3567 3.5883 -0.0120 -1.486 -0.179 0.711
C 3.2819 4.7755 0.7447 0.817 -1.457 -1.145
C 2.4929 4.7862 1.8799 -0.089 1.659 -0.246
N 4.0813 3.5098 -1.2773 1.598 1.251 -1.095
O 4.8351 4.4335 -1.5392 -0.473 -0.102 0.651
O 3.9427 2.5737 -2.0432 -0.755 -0.649 0.695
H 0.9976 3.8524 3.0729 -0.108 -0.054 -0.068
H 0.9659 1.8228 1.6103 0.014 -0.124 0.054
H 2.4205 1.6658 -0.3658 0.354 -0.045 -0.052
H 3.8366 5.6371 0.4031 0.066 0.035 0.159
H 2.4312 5.7380 2.3917 0.069 -0.119 0.305
```
Positions in Å, forces in eV/Å.

As for the frontier orbital gap: 3.05 eV. Its net charge is +2. The calculation puts the total energy at -84941.4566 eV.

Charges per atom according to Mulliken partitioning, unit e: number 1, O, carries -0.46; number 2, V, carries 1.76; number 3, O, carries -0.49; number 4, In, carries 1.04; number 5, O, carries -0.40; number 6, C, carries 0.98; number 7, C, carries 0.26; number 8, O, carries -0.38; number 9, H, carries -0.26; number 10, H, carries -0.19; number 11, H, carries 0.10; number 12, H, carries 0.00; number 13, C, carries -0.78; number 14, N, carries 0.84; number 15, O, carries -0.51; number 16, O, carries -0.45; number 17, H, carries 0.27; number 18, H, carries 0.33; number 19, H, carries 0.32; number 20, C, carries -0.56; number 21, N, carries 0.98; number 22, O, carries -0.56; number 23, O, carries -0.53; number 24, H, carries 0.21; number 25, H, carries 0.17; number 26, H, carries 0.29; number 27, C, carries -0.44; number 28, N, carries 0.93; number 29, O, carries -0.49; number 30, O, carries -0.54; number 31, H, carries -0.03; number 32, H, carries 0.28; number 33, H, carries 0.33; number 34, C, carries -0.27; number 35, C, carries -0.77; number 36, C, carries -0.04; number 37, C, carries 0.24; number 38, C, carries -0.18; number 39, C, carries -0.60; number 40, N, carries 0.74; number 41, O, carries -0.56; number 42, O, carries -0.46; number 43, H, carries 0.38; number 44, H, carries 0.42; number 45, H, carries 0.37; number 46, H, carries 0.31; number 47, H, carries 0.36; number 48, C, carries -0.73; number 49, C, carries -0.25; number 50, C, carries 0.55; number 51, C, carries -0.15; number 52, C, carries -0.49; number 53, C, carries -0.43; number 54, N, carries 1.01; number 55, O, carries -0.57; number 56, O, carries -0.61; number 57, H, carries 0.42; number 58, H, carries 0.20; number 59, H, carries 0.23; number 60, H, carries 0.48; number 61, H, carries 0.37


2.
Density functional theory data (ωB97M-V with the def2-TZVPD basis set) for a structure of composition C17H23LuO2.

```
43
Properties=species:S:1:pos:R:3:forces:R:3
Lu 0.0085 0.4317 0.9294 0.245 -2.456 0.413
C 1.8952 0.6271 2.4352 1.103 0.666 0.017
C 2.3134 -0.2410 1.3820 0.938 0.738 -0.283
C 2.3794 0.5282 0.1812 0.623 0.212 0.879
H 2.6255 -1.2797 1.4952 -0.254 0.336 -0.076
C 1.9570 1.8594 0.4820 0.614 -0.157 0.207
C 1.7050 1.9277 1.8856 0.712 -0.375 0.184
H 1.4405 2.8228 2.4490 -0.095 -0.331 -0.242
H 1.8242 0.3533 3.4870 -0.244 0.061 -0.401
H 2.7959 0.1887 -0.7662 -0.473 -0.055 0.201
H 1.9256 2.6908 -0.2256 -0.079 -0.324 0.244
C -2.1905 0.4837 1.9708 -1.104 0.604 -0.204
C -1.5169 1.6759 2.3711 -0.643 0.275 -0.209
C -1.3070 2.4763 1.2049 -0.799 -0.048 0.059
H -1.2547 1.9411 3.3966 0.100 -0.177 -0.427
C -1.8541 1.7804 0.0853 -0.888 0.176 0.630
C -2.4272 0.5585 0.5656 -0.364 0.823 0.392
H -3.0086 -0.1551 -0.0193 0.484 0.132 0.125
H -2.5746 -0.2899 2.6337 0.372 0.240 -0.214
H -0.8537 3.4673 1.1691 -0.018 -0.412 -0.021
H -1.9328 2.1650 -0.9313 0.202 -0.176 0.296
O -0.0740 -0.6164 -0.9485 -0.121 -0.207 -3.106
C -0.2028 -0.2023 -2.5846 -0.096 -0.133 1.377
C 0.4797 -1.5281 -2.9201 -0.046 0.187 0.168
C 0.5737 1.0676 -2.8347 -0.155 -0.155 0.110
C -1.6746 -0.1611 -2.9270 0.162 0.325 0.037
C 0.4372 -1.8998 -1.4490 0.094 -0.164 0.514
H 1.4971 -1.4049 -3.3058 -0.283 -0.024 0.061
H -0.1192 -2.1764 -3.5655 0.170 0.183 0.070
H -0.2956 -2.6799 -1.2073 0.283 0.073 -0.015
H 1.4152 -2.1109 -0.9981 -0.254 -0.058 -0.039
H 0.5639 1.2872 -3.9150 -0.069 -0.184 0.326
H 1.6129 0.9663 -2.4971 -0.207 0.029 -0.231
H 0.1040 1.9082 -2.3018 0.118 -0.097 -0.214
H -1.8048 -0.3881 -3.9975 0.167 0.022 0.341
H -2.0757 0.8382 -2.7230 -0.123 -0.198 -0.087
H -2.2348 -0.8989 -2.3382 0.146 0.047 -0.276
C 0.0338 -3.0301 2.0990 0.125 -1.234 0.263
C -0.0921 -1.6662 2.6478 -0.137 3.437 -4.620
O -0.2942 -1.2407 3.7451 -0.219 -1.041 3.008
H 0.1978 -2.9616 1.0087 -0.014 -0.142 0.682
H -0.9050 -3.5864 2.2740 0.317 -0.138 0.109
H 0.9075 -3.5279 2.5571 -0.291 -0.280 -0.044
```
Positions in Å, forces in eV/Å.

As for the frontier orbital gap: 1.74 eV. Its net charge is -2. The calculation puts the total energy at -55712.2615 eV.

Charges per atom according to Mulliken partitioning, unit e: number 1, Lu, carries -1.91; number 2, C, carries -0.49; number 3, C, carries -0.69; number 4, C, carries -0.53; number 5, H, carries 0.32; number 6, C, carries -0.41; number 7, C, carries -0.35; number 8, H, carries 0.51; number 9, H, carries 0.54; number 10, H, carries 1.39; number 11, H, carries 0.37; number 12, C, carries -0.92; number 13, C, carries -0.60; number 14, C, carries -0.78; number 15, H, carries 0.40; number 16, C, carries -1.02; number 17, C, carries -0.51; number 18, H, carries 0.74; number 19, H, carries 0.63; number 20, H, carries 0.67; number 21, H, carries 1.07; number 22, O, carries 0.19; number 23, C, carries 8.46; number 24, C, carries -4.04; number 25, C, carries -3.44; number 26, C, carries -5.44; number 27, C, carries -0.21; number 28, H, carries 0.31; number 29, H, carries 0.91; number 30, H, carries 0.12; number 31, H, carries 0.24; number 32, H, carries 1.92; number 33, H, carries -0.58; number 34, H, carries -0.32; number 35, H, carries 1.53; number 36, H, carries -0.12; number 37, H, carries 0.24; number 38, C, carries -1.43; number 39, C, carries 1.05; number 40, O, carries -0.57; number 41, H, carries -0.05; number 42, H, carries 0.50; number 43, H, carries 0.33